Molecular formula: C3H5NOS
Method: DFT, ωB97M-V/def2-TZVPD

Output
* charge: 0
* spin multiplicity: 1
* maximum force: 2.919 eV/Å
* calculated total energy: -17563.9258 eV
* HOMO level: -8.469 eV
* structure (SMILES): N/C=C/C(O)=S
* ΔE to the lowest compared entry with this formula, charge and spin: 30.94 kcal per mole
* HOMO-LUMO gap: 0.32045 Eh

Each line ends with the natural charge from an NBO analysis.
Element x y z (Å)
C1 -0.6540 0.0905 -0.4194  0.0574
C2 0.4746 0.4163 0.2508  -0.4056
C3 1.5836 -0.5314 0.6666  0.1953
H1 -2.5608 0.5085 -1.1030  0.3968
H2 -1.7961 1.7513 -0.1443  0.3949
H3 -0.7854 -0.9313 -0.8174  0.1657
H4 0.5536 1.4782 0.6064  0.2290
H5 0.5803 -1.8870 -0.1714  0.4701
N1 -1.6448 0.9371 -0.7721  -0.7892
O1 1.4019 -1.8517 0.3800  -0.6444
S1 2.8469 0.0195 1.5238  -0.0701

***

Molecular formula: C3H5NOS
Method: DFT, ωB97M-V/def2-TZVPD

Output
* charge: 0
* spin multiplicity: 1
* maximum force: 3.157 eV/Å
* calculated total energy: -17564.7682 eV
* HOMO level: -8.985 eV
* structure (SMILES): CC(=O)NC=S
* ΔE to the lowest compared entry with this formula, charge and spin: 11.51 kcal per mole
* HOMO-LUMO gap: 0.32501 Eh

Each line ends with the natural charge from an NBO analysis.
Element x y z (Å)
C1 1.3200 -0.5323 0.3466  -0.7281
C2 0.5874 0.3062 -0.6232  0.6790
C3 -1.5754 0.0514 0.3890  -0.0799
H1 1.1828 0.0172 1.2534  0.2379
H2 1.0639 -1.5701 0.3990  0.2430
H3 2.3962 -0.5413 0.0929  0.2605
H4 -1.1101 1.0345 -1.3950  0.4365
H5 -1.0819 -0.5729 1.1425  0.2044
N1 -0.7857 0.5309 -0.5896  -0.6077
O1 1.1858 0.8987 -1.5120  -0.5669
S1 -3.1832 0.3778 0.4964  -0.0788

***

Molecular formula: C3H5NOS
Method: DFT, ωB97M-V/def2-TZVPD

Output
* charge: 0
* spin multiplicity: 1
* maximum force: 5.093 eV/Å
* calculated total energy: -17560.2758 eV
* HOMO level: -8.683 eV
* ΔE to the lowest compared entry with this formula, charge and spin: 115.11 kcal per mole
* HOMO-LUMO gap: 0.34557 Eh

Each line ends with the natural charge from an NBO analysis.
Element x y z (Å)
C1 -2.0567 -0.0365 0.4372  -0.6520
C2 -0.8647 -0.0113 -0.4530  -0.1300
C3 1.6201 0.0835 0.2083  -0.1677
H1 -2.0313 0.4622 1.6232  0.2685
H2 -3.0147 0.5288 -0.3942  0.2119
H3 -2.5000 -1.1518 0.4873  0.2357
H4 -1.1832 0.0619 -1.5886  0.2153
H5 2.6871 -0.3829 0.5905  0.2561
N1 1.1197 1.2003 0.1432  -0.1022
O1 -0.1607 1.2693 -0.2169  -0.3536
S1 0.4561 -1.1430 -0.0713  0.2182

***

Molecular formula: C3H5NOS
Method: DFT, ωB97M-V/def2-TZVPD

Output
* charge: 0
* spin multiplicity: 1
* maximum force: 3.806 eV/Å
* calculated total energy: -17561.6798 eV
* HOMO level: -8.331 eV
* structure (SMILES): C=CS/C=N/O
* ΔE to the lowest compared entry with this formula, charge and spin: 82.73 kcal per mole
* HOMO-LUMO gap: 0.33997 Eh

Each line ends with the natural charge from an NBO analysis.
Element x y z (Å)
C1 -0.5906 0.9326 1.0941  -0.1372
C2 0.3861 -1.2059 -0.6333  -0.3789
C3 0.8414 -2.4547 -0.9144  -0.4195
H1 -0.8446 3.5975 -0.1980  0.4766
H2 -0.9862 1.2386 2.1008  0.2121
H3 0.5254 -0.2407 -1.1962  0.2482
H4 0.8413 -3.2023 -0.1281  0.1998
H5 1.4927 -2.7492 -1.7833  0.2215
N1 -0.5255 1.8409 0.1448  -0.1727
O1 -0.8788 3.0817 0.5799  -0.5465
S1 -0.2611 -0.8385 0.9336  0.2966

***

Molecular formula: C3H5NOS
Method: DFT, ωB97M-V/def2-TZVPD

Output
* charge: 0
* spin multiplicity: 1
* maximum force: 3.135 eV/Å
* calculated total energy: -17562.2437 eV
* HOMO level: -8.742 eV
* structure (SMILES): C=C/N=C/OS
* ΔE to the lowest compared entry with this formula, charge and spin: 69.73 kcal per mole
* HOMO-LUMO gap: 0.34101 Eh

Each line ends with the natural charge from an NBO analysis.
Element x y z (Å)
C1 -0.4442 0.0915 -0.5161  -0.0151
C2 1.6189 1.0632 0.1986  0.4388
C3 -1.2274 -0.5183 0.4263  -0.4643
N1 0.9174 0.1777 -0.3072  -0.5387
O1 2.9058 0.8141 0.3830  -0.6285
S1 3.5302 -0.6690 -0.1045  0.3051
H1 -0.9256 0.5770 -1.4332  0.2077
H2 1.3377 2.0370 0.7667  0.1758
H3 -0.8056 -0.9849 1.2806  0.1978
H4 -2.2534 -0.6073 0.2006  0.2000
H5 2.4014 -1.2058 0.3631  0.1215

***

Molecular formula: C3H5NOS
Method: DFT, ωB97M-V/def2-TZVPD

Output
* charge: 0
* spin multiplicity: 3
* maximum force: 5.786 eV/Å
* calculated total energy: -17558.0169 eV
* HOMO level (spin up / spin down): -5.611 / -9.474 eV
* ΔE to the lowest compared entry with this formula, charge and spin: 61.35 kcal per mole
* HOMO-LUMO gap (spin up / spin down): 0.22903 / 0.29176 Eh

Each line ends with the Löwdin spin population.
Element x y z (Å)
C1 0.3693 0.2913 0.6974  0.5437
C2 2.0074 -1.3514 -0.2306  0.6728
C3 -0.9230 0.7337 0.1473  0.0910
N1 1.2346 -0.4882 0.1409  0.3754
O1 -3.0283 -0.3617 -0.7666  0.0368
S1 -2.3492 -0.3996 0.4955  0.0785
H1 0.7129 0.7661 1.5411  0.0375
H2 2.9150 -1.3185 -0.9297  0.1355
H3 -1.1853 1.7445 0.5987  0.0061
H4 -1.0050 0.8176 -0.9450  0.0143
H5 -1.5012 -1.4626 0.4542  0.0084

***

Molecular formula: C3H5NOS2
Method: DFT, ωB97M-V/def2-TZVPD

Output
* charge: 0
* spin multiplicity: 1
* maximum force: 5.134 eV/Å
* calculated total energy: -28397.3186 eV
* HOMO level: -8.734 eV
* ΔE to the lowest compared entry with this formula, charge and spin: 67.15 kcal per mole
* HOMO-LUMO gap: 0.31368 Eh

Each line ends with the natural charge from an NBO analysis.
Element x y z (Å)
C1 2.9046 0.0869 0.0287  -0.7907
C2 -0.9503 -0.8865 -0.1465  -0.0261
C3 -1.9345 0.3712 -0.1010  0.3237
H1 3.4252 -0.1985 1.0832  0.2296
H2 2.6891 -0.9299 -0.5428  0.2496
H3 3.4222 1.0880 -0.4787  0.2518
H4 -1.5634 -1.7658 -0.3409  0.1807
H5 -4.2031 1.1130 0.6194  0.1750
N1 0.2913 -0.8547 -0.0830  -0.5767
O1 -1.4562 1.5250 -0.2454  -0.5395
S1 1.0278 0.5082 0.1135  0.5454
S2 -3.6527 -0.0570 0.0935  -0.0227

***

Molecular formula: C3H5NOS3
Method: DFT, ωB97M-V/def2-TZVPD

Output
* charge: 0
* spin multiplicity: 1
* maximum force: 2.188 eV/Å
* calculated total energy: -39235.0114 eV
* HOMO level: -8.874 eV
* structure (SMILES): O=C1NS[C@H](CS)S1
* ΔE to the lowest compared entry with this formula, charge and spin: 5.50 kcal per mole
* HOMO-LUMO gap: 0.33568 Eh

Each line ends with the natural charge from an NBO analysis.
Element x y z (Å)
C1 -0.6907 1.3601 1.1150  -0.5660
C2 0.3351 0.4977 0.3252  -0.5026
C3 0.8597 -1.1801 -1.6607  0.5482
H1 -2.7197 0.5559 -0.0648  0.1371
H2 -0.3104 1.3901 2.1400  0.2450
H3 -0.6894 2.3961 0.6470  0.2354
H4 1.3700 0.8870 0.4662  0.2373
H5 1.5992 -2.6049 -0.4896  0.4144
N1 1.2198 -1.7155 -0.4428  -0.7815
O1 1.1413 -1.5723 -2.7624  -0.5660
S1 -2.3958 0.8262 1.1918  -0.0136
S2 0.3045 -1.2325 0.9551  0.4168
S3 -0.0236 0.3922 -1.4199  0.1953

***

Molecular formula: C3H5NOS3
Method: DFT, ωB97M-V/def2-TZVPD

Output
* charge: 0
* spin multiplicity: 1
* maximum force: 6.253 eV/Å
* calculated total energy: -39230.0453 eV
* HOMO level: -9.066 eV
* ΔE to the lowest compared entry with this formula, charge and spin: 120.02 kcal per mole
* HOMO-LUMO gap: 0.28151 Eh

Each line ends with the natural charge from an NBO analysis.
Element x y z (Å)
C1 0.9226 -0.4212 -0.7504  0.4296
C2 -1.1118 -0.6857 0.4748  -0.2197
C3 -1.9816 0.2921 0.0382  -0.2275
H1 4.0980 -0.1040 1.3108  0.1186
H2 1.1382 -0.8803 -1.7281  0.1867
H3 -1.6435 -1.7048 0.6302  0.2259
H4 -0.6127 -0.5159 1.4318  0.2239
H5 -0.0864 2.1870 0.1375  0.1669
N1 1.4616 0.3465 0.0493  -0.6722
O1 -0.3405 -1.0231 -0.5827  -0.4794
S1 3.1343 0.5325 -0.3408  0.1584
S2 -1.4354 2.0201 -0.2727  0.0280
S3 -3.5426 -0.0432 -0.3980  0.0609

***

Molecular formula: C3H5NOS3
Method: DFT, ωB97M-V/def2-TZVPD

Output
* charge: 0
* spin multiplicity: 1
* maximum force: 2.157 eV/Å
* calculated total energy: -39234.1476 eV
* HOMO level: -8.821 eV
* structure (SMILES): O=C(S)CS/C=N\S
* ΔE to the lowest compared entry with this formula, charge and spin: 25.42 kcal per mole
* HOMO-LUMO gap: 0.33896 Eh

Each line ends with the natural charge from an NBO analysis.
Element x y z (Å)
C1 -1.4163 -0.4115 -0.9034  -0.0770
C2 0.8845 1.0393 -0.3632  -0.6474
C3 1.5759 0.0527 0.6015  0.4170
H1 -3.0709 0.4264 1.2249  0.0910
H2 -0.7649 -0.6839 -1.7783  0.2044
H3 1.1886 0.9515 -1.4325  0.2393
H4 1.2814 1.9937 -0.0024  0.2668
H5 3.1554 -1.6457 1.0256  0.1657
N1 -2.4625 -1.0954 -0.5852  -0.5679
O1 1.3394 0.1017 1.7849  -0.5315
S1 -3.4976 -0.7370 0.6743  0.2349
S2 -0.9262 1.1124 -0.0862  0.2330
S3 2.7132 -1.1041 -0.1601  -0.0283

***

Molecular formula: C3H5NOSe
Method: DFT, ωB97M-V/def2-TZVPD

Output
* charge: 0
* spin multiplicity: 1
* maximum force: 5.428 eV/Å
* calculated total energy: -72074.4658 eV
* HOMO level: -8.651 eV
* structure (SMILES): O=C1C[Se]CN1
* ΔE to the lowest compared entry with this formula, charge and spin: 17.14 kcal per mole
* HOMO-LUMO gap: 0.33983 Eh

Each line ends with the natural charge from an NBO analysis.
Element x y z (Å)
C1 -0.7631 0.8358 0.4090  0.7452
C2 -1.2098 -0.5623 -0.7177  -0.7742
C3 1.3708 -0.4692 0.1026  -0.3623
N1 0.5133 0.6753 0.6301  -0.6393
O1 -1.5873 1.6183 0.7787  -0.5930
Se1 0.1792 -1.8547 -0.6175  0.3097
H1 -2.1944 -0.8204 -0.1915  0.2570
H2 -1.1996 0.0625 -1.6612  0.2326
H3 1.9619 0.0254 -0.5957  0.1949
H4 2.0358 -0.9944 0.7737  0.2202
H5 0.8931 1.4838 1.0893  0.4093

***

Molecular formula: C3H5NS
Method: DFT, ωB97M-V/def2-TZVPD

Output
* charge: 0
* spin multiplicity: 1
* maximum force: 2.883 eV/Å
* calculated total energy: -15512.1706 eV
* HOMO level (spin up / spin down): -8.661 / -8.661 eV
* ΔE to the lowest compared entry with this formula, charge and spin: 108.43 kcal per mole
* HOMO-LUMO gap (spin up / spin down): 0.31559 / 0.31561 Eh

Each line ends with the natural charge from an NBO analysis.
Element x y z (Å)
C1 1.9596 -0.9059 -0.3212  -0.2362
C2 2.5075 0.1671 -0.3379  -0.2287
C3 -0.5030 0.5030 -0.1286  -0.7211
N1 -2.7176 -0.9151 0.2198  -1.0932
S1 -2.0886 0.3428 -0.4664  0.9702
H1 1.3796 -1.7708 -0.3803  0.2344
H2 3.1679 0.9819 -0.2559  0.2347
H3 0.0033 -0.3674 0.1162  0.2170
H4 -0.0178 1.3866 -0.5626  0.2350
H5 -3.6741 -0.8960 0.5493  0.3881